DFT (ωB97M-V with the def2-TZVPD basis set) results for an isolated molecule of C3H7NO2S in a non-equilibrium geometry.

Calculated values
LUMO energy (alpha / beta) ... -0.36 / -0.36 eV
ΔE to the lowest compared entry with this formula, charge and spin ... 190.4 kcal/mol
Highest occupied orbital energy (alpha / beta) ... -8.51 / -8.51 eV
Structure (SMILES) ... C=CC[S@@H](=O)=NO

Last column: natural (NBO) charge in e.
CARTESIAN COORDINATES (ANGSTROEM)
1 C 2.376 -0.310 0.571  -0.3698
2 C 1.318 0.289 1.063  -0.2326
3 C 0.058 -0.451 1.114  -0.5846
4 S -0.792 -0.039 -0.550  1.3354
5 O -1.938 -0.884 -0.329  -0.9999
6 N -1.436 1.255 -1.875  -0.2653
7 O -2.671 1.549 -1.602  -0.4549
8 H 3.375 0.140 0.400  0.2134
9 H 2.151 -1.248 0.160  0.1780
10 H 1.440 1.254 1.481  0.2148
11 H -0.743 0.158 1.574  0.2312
12 H 0.032 -1.503 1.298  0.2524
13 H 0.092 -0.893 -1.437  0.0345
14 H -3.262 0.682 -1.869  0.4475

---

DFT (ωB97M-V with the def2-TZVPD basis set) results for a cluster of 2 separate species, C3H7NO2S in total in a non-equilibrium geometry.

Calculated values
LUMO energy ... 0.68 eV
ΔE to the lowest compared entry with this formula, charge and spin ... 77.6 kcal/mol
Highest occupied orbital energy ... -8.95 eV
Structure (SMILES) ... C=C=O.CNSO

Last column: natural (NBO) charge in e.
CARTESIAN COORDINATES (ANGSTROEM)
1 C 0.998 -3.117 0.184  -0.7730
2 C 1.717 -2.078 0.367  0.7012
3 O 2.443 -1.141 0.357  -0.4889
4 H -0.031 -2.970 -0.005  0.2641
5 H 1.512 -4.061 0.469  0.2721
6 C -1.834 0.320 -2.023  -0.4314
7 N -2.558 -0.330 -0.972  -0.8143
8 S -1.750 -1.351 0.020  0.6456
9 O -0.729 -0.359 0.970  -0.8626
10 H -0.770 -0.081 -2.162  0.2213
11 H -1.652 1.432 -1.773  0.1884
12 H -2.573 0.300 -2.925  0.2037
13 H -3.493 0.007 -0.665  0.4025
14 H 0.058 -0.230 0.410  0.4713

---

DFT (ωB97M-V with the def2-TZVPD basis set) results for a cluster of 2 separate species, C3H7NO3 in total in a non-equilibrium geometry.

Calculated values
LUMO energy ... 0.35 eV
ΔE to the lowest compared entry with this formula, charge and spin ... 32.1 kcal/mol
Highest occupied orbital energy ... -8.63 eV
Structure (SMILES) ... N/C=C\C(=O)O.O

Last column: natural (NBO) charge in e.
CARTESIAN COORDINATES (ANGSTROEM)
1 N -0.882 1.143 0.637  -0.7927
2 C 0.233 1.496 -0.064  0.0959
3 C 1.391 0.869 -0.374  -0.4808
4 C 1.686 -0.526 0.002  0.7535
5 O 2.836 -0.908 0.012  -0.5992
6 O 0.613 -1.240 0.414  -0.7305
7 H -1.063 0.143 0.860  0.4272
8 H -1.607 1.741 0.239  0.3912
9 H 0.163 2.543 -0.355  0.1858
10 H 2.133 1.391 -0.981  0.2383
11 H 0.903 -2.167 0.635  0.5042
12 O -2.360 -1.158 -0.401  -0.9452
13 H -1.485 -1.418 -0.799  0.4827
14 H -2.561 -1.909 0.175  0.4696

---

DFT (ωB97M-V with the def2-TZVPD basis set) results for an isolated molecule of C3H7NO3 in a non-equilibrium geometry.

Calculated values
LUMO energy ... 0.87 eV
ΔE to the lowest compared entry with this formula, charge and spin ... 65.6 kcal/mol
Highest occupied orbital energy ... -10.02 eV
Structure (SMILES) ... NC(O)(O)[C@H]1CO1

Last column: natural (NBO) charge in e.
CARTESIAN COORDINATES (ANGSTROEM)
1 N 1.483 0.907 0.891  -0.8377
2 C 0.348 0.597 0.109  0.6025
3 O 0.562 0.833 -1.216  -0.7152
4 O -0.895 1.300 0.644  -0.7748
5 C -0.200 -0.779 0.365  0.0309
6 C -1.064 -1.426 -0.622  -0.0970
7 O 0.297 -1.729 -0.747  -0.5335
8 H 1.856 1.818 0.652  0.3804
9 H 1.295 0.853 1.883  0.3742
10 H 0.829 -0.046 -1.588  0.5105
11 H -1.203 1.895 -0.052  0.4779
12 H -0.117 -1.168 1.372  0.2127
13 H -1.697 -2.239 -0.278  0.1838
14 H -1.496 -0.817 -1.414  0.1853

---

DFT (ωB97M-V with the def2-TZVPD basis set) results for a structure of composition C3H7NO3 in a non-equilibrium geometry.

Calculated values
LUMO energy ... 0.52 eV
ΔE to the lowest compared entry with this formula, charge and spin ... 46.5 kcal/mol
Highest occupied orbital energy ... -9.94 eV

Last column: natural (NBO) charge in e.
CARTESIAN COORDINATES (ANGSTROEM)
1 O -1.684 0.734 -1.527  -0.6862
2 C -0.685 1.149 -2.114  0.6484
3 O 0.447 1.525 -1.602  -0.7285
4 H -0.700 1.116 -3.243  0.0916
5 O -0.193 -1.597 2.752  -0.5138
6 C 0.242 -1.720 1.615  0.4229
7 C 0.375 -0.655 0.537  -0.3447
8 N 0.148 0.751 0.733  -0.7954
9 H 0.424 -2.776 1.194  0.1161
10 H 1.418 -0.863 0.222  0.2208
11 H -0.264 -1.048 -0.277  0.2574
12 H 0.485 1.213 -0.465  0.4674
13 H -0.833 1.019 0.794  0.4381
14 H 0.822 1.150 1.382  0.4059

---

DFT (ωB97M-V with the def2-TZVPD basis set) results for an isolated molecule of C3H7NO3.

Calculated values
LUMO energy ... 0.67 eV
ΔE to the lowest compared entry with this formula, charge and spin ... 16.4 kcal/mol
Highest occupied orbital energy ... -9.85 eV
Structure (SMILES) ... O=C(O)NCCO

Last column: natural (NBO) charge in e.
CARTESIAN COORDINATES (ANGSTROEM)
1 O 2.610 -0.098 -0.590  -0.6519
2 C 1.529 0.135 -0.107  0.8749
3 O 1.278 -0.025 1.216  -0.7043
4 N 0.446 0.563 -0.793  -0.6372
5 C -0.884 0.686 -0.241  -0.2402
6 C -1.576 -0.659 -0.033  -0.0707
7 O -2.879 -0.494 0.479  -0.7119
8 H 2.129 -0.318 1.574  0.5037
9 H 0.641 0.669 -1.780  0.4127
10 H -0.840 1.218 0.710  0.2163
11 H -1.482 1.301 -0.916  0.1969
12 H -1.026 -1.250 0.694  0.1895
13 H -1.573 -1.200 -0.983  0.1559
14 H -3.485 -0.272 -0.238  0.4663

---

DFT (ωB97M-V with the def2-TZVPD basis set) results for an isolated molecule of C3H7NO3 in a non-equilibrium geometry.

Calculated values
LUMO energy ... 0.63 eV
ΔE to the lowest compared entry with this formula, charge and spin ... 37.2 kcal/mol
Highest occupied orbital energy ... -9.84 eV
Structure (SMILES) ... O=C(O)NCCO

Last column: natural (NBO) charge in e.
CARTESIAN COORDINATES (ANGSTROEM)
1 O 3.009 -0.776 0.676  -0.6816
2 C 1.774 -0.957 0.587  0.8688
3 O 1.120 -1.962 1.163  -0.6840
4 N 0.993 -0.097 -0.055  -0.6192
5 C -0.464 -0.090 -0.240  -0.2369
6 C -1.136 1.234 -0.603  -0.0864
7 O -2.611 0.966 -0.691  -0.7049
8 H 1.847 -2.525 1.542  0.5094
9 H 1.517 0.524 -0.546  0.3953
10 H -0.673 -0.984 -0.967  0.2100
11 H -0.834 -0.316 0.774  0.2076
12 H -0.724 1.441 -1.625  0.1673
13 H -0.859 2.081 -0.055  0.1866
14 H -2.959 1.461 0.041  0.4679

---

DFT (ωB97M-V with the def2-TZVPD basis set) results for an isolated molecule of C3H7NO3 in a non-equilibrium geometry.

Calculated values
LUMO energy ... 0.75 eV
ΔE to the lowest compared entry with this formula, charge and spin ... 65.6 kcal/mol
Highest occupied orbital energy ... -10.07 eV
Structure (SMILES) ... [H]/N=C/C(O)(O)CO

Last column: natural (NBO) charge in e.
CARTESIAN COORDINATES (ANGSTROEM)
1 H 0.611 -1.982 -2.576  0.3495
2 N 0.734 -0.983 -2.176  -0.6389
3 C 0.198 -0.919 -0.996  0.1026
4 C 0.339 0.428 -0.257  0.4266
5 O -0.233 1.521 -0.926  -0.7183
6 O 1.689 0.643 -0.027  -0.7145
7 C -0.393 0.442 1.242  -0.0765
8 O -1.653 -0.283 1.049  -0.7233
9 H -0.247 -1.705 -0.424  0.1860
10 H 0.244 1.637 -1.759  0.4746
11 H 2.151 0.828 -0.928  0.4797
12 H 0.255 -0.186 1.807  0.1830
13 H -0.402 1.423 1.648  0.1926
14 H -2.248 0.380 0.580  0.4767

---

DFT (ωB97M-V with the def2-TZVPD basis set) results for an isolated molecule of C3H7NO3 in a non-equilibrium geometry.

Calculated values
LUMO energy ... 0.69 eV
ΔE to the lowest compared entry with this formula, charge and spin ... 30.5 kcal/mol
Highest occupied orbital energy ... -9.68 eV
Structure (SMILES) ... N[C@@H](CO)C(=O)O

Last column: natural (NBO) charge in e.
CARTESIAN COORDINATES (ANGSTROEM)
1 N -1.210 1.114 -0.360  -0.8288
2 C -0.043 0.390 0.110  -0.1915
3 C -0.517 -1.070 0.418  -0.0605
4 O -1.074 -1.066 1.734  -0.7156
5 C 1.194 0.435 -0.766  0.7799
6 O 1.180 0.883 -1.871  -0.5872
7 O 2.255 -0.063 -0.090  -0.6832
8 H -1.225 1.228 -1.374  0.3762
9 H -1.201 2.053 0.020  0.3647
10 H 0.308 0.763 1.076  0.2280
11 H 0.355 -1.736 0.451  0.1704
12 H -1.258 -1.274 -0.353  0.1811
13 H -1.802 -1.696 1.676  0.4705
14 H 3.039 0.039 -0.671  0.4962